(1)
Here is a 5-piece molecular cluster, C20H35N5 overall in a non-equilibrium geometry from the OMol25 dataset. Energies are from ωB97M-V/def2-TZVPD.

```
60
C20H35N5 ωB97M-V/def2-TZVPD
C -3.121 6.641 -18.594
C -3.124 7.505 -17.314
C -4.637 8.107 -17.029
C -5.259 8.875 -18.129
N -5.790 9.488 -18.983
H -3.368 7.298 -19.428
H -3.746 5.748 -18.602
H -2.080 6.332 -18.697
H -2.433 8.293 -17.614
H -2.688 6.951 -16.482
H -4.591 8.760 -16.158
H -5.427 7.405 -16.764
C -14.535 0.797 -18.371
C -13.405 0.869 -19.371
C -12.678 -0.498 -19.581
C -13.603 -1.537 -20.184
N -14.359 -2.308 -20.659
H -14.592 1.749 -17.843
H -14.287 0.199 -17.494
H -15.496 0.536 -18.816
H -12.677 1.574 -18.970
H -13.744 1.343 -20.292
H -12.146 -0.928 -18.733
H -11.754 -0.422 -20.154
C -10.582 10.136 -8.770
C -9.687 11.034 -7.864
C -8.170 10.814 -8.173
C -7.734 9.410 -8.170
N -7.469 8.256 -8.153
H -11.609 10.475 -8.637
H -10.634 9.063 -8.583
H -10.371 10.396 -9.808
H -9.834 10.658 -6.851
H -9.946 12.092 -7.843
H -7.578 11.412 -7.480
H -7.875 11.273 -9.116
C -14.574 8.430 -14.594
C -14.208 8.836 -15.989
C -12.893 8.247 -16.443
C -11.781 8.402 -15.526
N -10.898 8.528 -14.799
H -13.739 8.563 -13.906
H -14.908 7.393 -14.581
H -15.294 9.096 -14.119
H -14.009 9.907 -15.944
H -15.024 8.608 -16.675
H -12.474 8.390 -17.439
H -13.174 7.197 -16.358
C -11.308 14.087 -21.934
C -11.902 12.818 -22.459
C -10.979 11.765 -23.200
C -10.247 12.289 -24.393
N -9.725 12.702 -25.372
H -10.426 14.066 -21.294
H -12.027 14.559 -21.263
H -11.239 14.827 -22.732
H -12.875 13.119 -22.847
H -12.172 12.236 -21.578
H -11.658 10.983 -23.540
H -10.181 11.306 -22.616
```

Values from the calculation:
SMILES   CCCC#N.CCCC#N.CCCC#N.CCCC#N.CCCC#N
E   -28754.613 eV



(2)
Here is C20H35N7SY as an isolated structure from the OMol25 dataset. Energies are from ωB97M-V/def2-TZVPD.

```
64
C20H35N7SY ωB97M-V/def2-TZVPD
Y 0.382 -0.019 -0.844
C 1.547 -4.102 1.103
C 1.324 -2.692 0.685
N 0.600 -2.301 -0.298
C 0.020 -3.200 -1.307
C -0.328 -2.358 -2.550
N 0.776 -1.396 -2.800
C 0.756 -0.605 -4.062
C -0.221 0.561 -4.010
N -0.093 1.399 -2.782
C 0.799 2.598 -2.818
C 2.136 2.487 -2.062
N 2.059 1.632 -0.872
C 2.920 1.714 0.080
C 3.966 2.771 0.171
C 2.888 0.586 1.081
C 3.671 0.490 2.221
C 3.631 -0.689 2.958
C 2.857 -1.761 2.525
C 2.093 -1.593 1.381
N 2.101 -0.433 0.716
H 0.970 -4.809 0.515
H 1.271 -4.230 2.153
H 2.608 -4.350 1.023
H -0.876 -3.703 -0.940
H 0.740 -3.974 -1.583
H -1.259 -1.796 -2.383
H -0.505 -3.017 -3.402
H 1.646 -1.923 -2.793
H 0.511 -1.232 -4.923
H 1.773 -0.236 -4.205
H -1.245 0.183 -4.024
H -0.099 1.162 -4.913
H -1.025 1.769 -2.612
H 0.227 3.419 -2.386
H 1.023 2.881 -3.848
H 2.452 3.505 -1.829
H 2.915 2.069 -2.708
H 4.735 2.593 -0.587
H 4.457 2.801 1.137
H 3.542 3.755 -0.033
H 4.316 1.296 2.538
H 4.233 -0.785 3.852
H 2.871 -2.697 3.065
C -2.654 3.162 2.201
N -3.325 1.858 2.165
C -4.650 1.858 2.805
C -2.888 0.853 1.425
S -1.792 1.228 0.105
N -3.320 -0.393 1.634
C -3.249 -1.419 0.604
C -3.714 -0.882 2.961
H -2.879 3.622 3.160
H -3.026 3.805 1.402
H -1.579 3.044 2.105
H -5.118 2.815 2.581
H -4.575 1.752 3.886
H -5.274 1.071 2.393
H -3.438 -0.995 -0.379
H -4.019 -2.161 0.808
H -2.276 -1.924 0.617
H -3.376 -0.196 3.732
H -3.223 -1.841 3.122
H -4.790 -1.027 3.042
```

Values from the calculation:
E   -43597.031 eV
Net charge   +3



(3)
Here is a 6-piece molecular cluster, C20H36BI2NO24S5 overall in a non-equilibrium geometry from the OMol25 dataset. Energies are from ωB97M-V/def2-TZVPD.

```
89
C20H36BI2NO24S5 ωB97M-V/def2-TZVPD
O -3.895 -0.768 -2.743
C -3.101 -1.775 -2.559
I -3.961 -3.720 -3.191
C -1.613 -1.598 -1.959
C -1.392 -2.190 -0.469
C -1.512 -3.828 -0.505
N -2.735 -4.002 0.388
C -3.482 -2.725 0.687
O -4.752 -2.640 0.796
C -2.312 -1.594 0.761
C -1.309 -1.873 2.029
C -2.071 -1.971 3.453
C -1.308 -2.845 4.579
I -2.199 -4.879 4.525
C -2.683 -0.040 0.531
B -3.721 0.600 1.613
O -3.659 2.069 1.807
O -4.667 -0.123 2.437
H -1.269 -0.480 -1.990
H -0.895 -2.151 -2.701
H -0.295 -1.897 -0.218
H -1.509 -4.353 -1.528
H -0.568 -4.201 0.046
H -3.308 -4.786 0.035
H -0.544 -0.987 2.085
H -0.678 -2.829 1.911
H -3.170 -2.329 3.391
H -2.125 -0.876 3.871
H -0.161 -2.864 4.494
H -1.646 -2.419 5.615
H -1.680 0.556 0.652
H -3.078 0.221 -0.520
H -2.800 2.227 2.274
H -5.279 0.518 2.903
C 3.178 -5.356 -1.128
C 4.424 -5.244 -0.261
O 4.308 -3.984 0.397
S 2.735 -3.663 0.651
O 2.410 -4.042 1.998
O 2.444 -2.363 0.115
O 2.124 -4.786 -0.352
H 3.282 -4.769 -2.045
H 2.946 -6.391 -1.385
H 5.343 -5.290 -0.847
H 4.442 -6.025 0.506
C -3.100 6.777 0.703
C -1.635 6.470 0.425
O -1.239 5.576 1.465
S -2.517 4.659 1.890
O -2.423 3.400 1.201
O -2.692 4.757 3.312
O -3.665 5.549 1.163
H -3.203 7.519 1.501
H -3.624 7.128 -0.187
H -1.013 7.367 0.430
H -1.515 5.950 -0.531
C 5.662 -0.470 -1.487
C 7.005 -0.013 -2.041
O 7.840 -1.168 -1.989
S 6.927 -2.493 -2.220
O 7.023 -2.869 -3.602
O 7.174 -3.408 -1.142
O 5.479 -1.795 -1.985
H 5.681 -0.516 -0.394
H 4.842 0.174 -1.808
H 7.438 0.803 -1.460
H 6.916 0.294 -3.088
C 0.269 -3.086 -6.664
C 0.686 -4.530 -6.905
O 1.477 -4.883 -5.770
S 0.923 -4.081 -4.470
O 0.048 -4.957 -3.741
O 2.024 -3.392 -3.859
O 0.010 -2.996 -5.263
H 1.083 -2.395 -6.905
H -0.620 -2.812 -7.235
H 1.259 -4.649 -7.826
H -0.184 -5.193 -6.930
C -0.670 8.663 5.048
C -1.789 8.479 4.034
O -1.934 9.752 3.404
S -0.483 10.483 3.349
O 0.086 10.255 2.050
O -0.612 11.790 3.925
O 0.280 9.520 4.413
H -1.033 9.166 5.950
H -0.203 7.716 5.325
H -2.726 8.171 4.499
H -1.509 7.752 3.265
```

Values from the calculation:
SMILES   O=C(I)C[C@@H]1CNC(=O)[C@]1(CCCI)CB(O)O.O=S1(=O)OCCO1.O=S1(=O)OCCO1.O=S1(=O)OCCO1.O=S1(=O)OCCO1.O=S1(=O)OCCO1
E   -143000.397 eV



(4)
Here is C20H36CaCl2N2O6P as an isolated structure in a non-equilibrium geometry from the OMol25 dataset. Energies are from ωB97M-V/def2-TZVPD.

```
68
C20H36CaCl2N2O6P ωB97M-V/def2-TZVPD
O 0.055 -0.702 -3.977
C -0.853 0.201 -3.688
C -0.396 1.588 -4.142
C 0.258 2.470 -3.293
H 0.382 2.211 -2.235
C 0.672 3.727 -3.773
H 1.192 4.404 -3.090
C 0.384 4.098 -5.088
H 0.663 5.096 -5.444
C -0.273 3.198 -5.938
H -0.512 3.482 -6.962
C -0.635 1.933 -5.471
H -1.127 1.204 -6.118
H -1.669 -0.070 -4.401
C -2.283 -1.179 -2.024
C -1.666 0.157 -2.236
H -3.331 -1.181 -2.388
H -2.315 -1.465 -0.963
H -1.734 -1.941 -2.591
C -2.148 1.293 -1.703
C -3.375 1.451 -0.856
H -1.637 2.231 -1.895
H -4.149 2.026 -1.395
H -3.134 2.012 0.061
H -3.806 0.491 -0.542
Ca -0.648 0.090 0.913
Cl 0.036 2.654 0.302
Cl -2.995 -0.049 2.147
H 4.479 1.552 -2.682
H 4.370 2.134 -0.478
C 3.382 1.575 -2.698
C 3.419 1.665 -0.210
N 2.881 1.075 -1.427
H 3.002 0.944 -3.511
C 1.880 0.190 -1.362
O 1.371 -0.196 -0.289
H 3.578 0.886 0.546
H 1.534 -0.206 -2.340
H 3.058 2.611 -2.867
H 2.718 2.414 0.188
H -0.419 -5.861 0.636
H 1.460 -5.534 -1.325
C -0.987 -5.115 0.064
C 0.714 -4.836 -1.730
N -0.077 -4.242 -0.661
H -1.604 -4.521 0.740
C 0.015 -2.934 -0.391
O -0.696 -2.315 0.437
H 1.230 -4.034 -2.272
H 0.787 -2.413 -0.981
H -1.620 -5.655 -0.650
H 0.063 -5.383 -2.425
C 1.272 -2.293 3.099
O 0.739 -0.981 2.829
P 0.854 0.264 3.956
O -0.163 -0.188 5.133
C -1.380 -0.935 5.029
O -0.065 1.251 3.008
C -0.890 2.334 3.460
H 2.179 -2.441 2.498
H 0.529 -3.038 2.807
H 1.514 -2.433 4.163
H -1.965 -0.681 4.126
H -1.165 -2.011 5.045
H -1.961 -0.652 5.914
H -0.580 2.694 4.454
H -0.763 3.105 2.691
H -1.929 1.986 3.451
```

Values from the calculation:
E   -89368.454 eV
Net charge   -1



(5)
Here is an isolated ion of composition C20H36IN5O2PS and charge +1 in a non-equilibrium geometry from the OMol25 dataset. Energies are from ωB97M-V/def2-TZVPD.

```
66
C20H36IN5O2PS ωB97M-V/def2-TZVPD
C -2.180 -0.342 3.606
C -2.967 0.102 2.369
C -2.739 -0.896 1.205
N -2.458 -0.260 -0.108
C -1.309 -0.414 -0.706
N -1.002 0.074 -1.951
C 0.080 -0.816 -2.518
N -0.402 -1.295 -3.784
C -0.636 -0.444 -4.711
C -1.856 -0.583 -5.558
C 0.255 0.749 -4.998
C 0.035 -1.926 -1.450
C 1.070 -3.036 -1.422
I 0.310 -4.507 -0.033
C 2.534 -2.613 -1.165
C 3.157 -2.967 0.187
N -0.243 -1.181 -0.193
C 0.764 -0.188 0.273
C 1.133 -0.353 1.759
C 2.582 0.062 2.086
C 2.658 0.955 3.316
N 2.226 2.324 3.066
C 1.756 2.854 1.891
C 1.432 4.161 2.110
C 1.731 4.456 3.462
C 2.224 3.304 4.006
P -3.709 0.706 -0.901
O -4.852 0.843 0.177
O -3.034 2.124 -1.173
S -4.317 -0.119 -2.489
H -1.141 -0.494 3.325
H -2.572 -1.300 3.946
H -2.260 0.407 4.390
H -2.627 1.086 2.030
H -4.031 0.087 2.608
H -1.942 -1.595 1.447
H -3.629 -1.506 1.039
H -0.812 1.066 -2.004
H 1.058 -0.319 -2.563
H -2.226 -1.605 -5.536
H -2.587 0.103 -5.117
H -1.698 -0.243 -6.582
H -0.068 1.607 -4.396
H 1.287 0.525 -4.738
H 0.168 1.051 -6.038
H -0.918 -2.411 -1.695
H 1.009 -3.536 -2.385
H 3.128 -3.163 -1.899
H 2.678 -1.558 -1.394
H 4.132 -2.478 0.242
H 3.355 -4.035 0.241
H 2.561 -2.630 1.032
H 0.397 0.835 0.159
H 1.685 -0.234 -0.306
H 0.480 0.331 2.309
H 0.899 -1.364 2.090
H 3.085 0.520 1.232
H 3.146 -0.839 2.330
H 3.638 0.939 3.790
H 1.960 0.536 4.050
H 1.694 2.287 0.980
H 1.024 4.852 1.390
H 1.594 5.396 3.968
H 2.562 3.198 5.025
H -4.587 1.130 1.065
H -2.687 2.580 -0.390
```

Values from the calculation:
SMILES   CCCN(C1=[N+](CCCCn2cccc2)[C@H]([C@H](I)CC)[C@@H](N=C(C)C)N1)P(O)(O)=S
E   -61088.623 eV
Net charge   +1



(6)
Here is C20H36N3NbO14PS as an isolated structure in a non-equilibrium geometry from the OMol25 dataset. Energies are from ωB97M-V/def2-TZVPD.

```
76
C20H36N3NbO14PS ωB97M-V/def2-TZVPD
C 0.682 -6.554 2.055
N -0.614 -7.237 2.018
C -0.623 -8.419 1.114
C -1.696 -6.313 1.710
O -1.397 -5.261 1.175
C -3.166 -6.600 2.080
Nb -4.546 -6.709 0.236
C -4.214 -4.477 -0.205
C -3.150 -4.225 -1.337
S -2.195 -2.647 -1.205
C -2.155 -2.102 0.506
N -1.195 -2.077 1.429
N -1.836 -1.575 2.532
C -3.101 -1.322 2.273
O -3.374 -1.632 0.955
P -6.559 -5.938 1.729
O -7.176 -4.742 1.041
O -6.095 -5.397 3.257
O -7.788 -7.088 1.823
H 0.740 -5.797 2.878
H 0.987 -6.068 1.095
H 1.462 -7.328 2.286
H -0.758 -9.330 1.759
H 0.335 -8.482 0.548
H -1.500 -8.351 0.429
H -3.244 -7.526 2.717
H -3.478 -5.755 2.755
H -5.688 -6.725 -1.186
H -4.954 -8.461 0.584
H -3.133 -7.219 -0.808
H -3.967 -4.026 0.785
H -5.170 -3.991 -0.541
H -2.434 -5.078 -1.447
H -3.717 -4.178 -2.305
H -3.895 -0.943 2.935
H -5.525 -6.080 3.657
H -8.600 -6.551 1.929
C 0.026 3.202 -0.093
C -0.501 2.202 -1.095
C -0.985 0.919 -0.481
O -0.817 -0.009 -1.555
C 0.209 0.459 -2.315
O 0.750 -0.162 -3.175
O 0.540 1.734 -1.960
H 0.847 2.781 0.487
H 0.418 4.076 -0.603
H -0.762 3.521 0.592
H -1.273 2.665 -1.719
H -2.027 0.970 -0.168
H -0.374 0.583 0.362
C 4.328 5.319 -3.985
C 4.402 5.231 -2.480
C 4.784 3.870 -1.972
O 4.195 3.863 -0.671
C 3.116 4.688 -0.728
O 2.280 4.762 0.118
O 3.114 5.414 -1.880
H 3.611 4.598 -4.385
H 3.983 6.308 -4.293
H 5.304 5.133 -4.436
H 5.067 6.009 -2.090
H 5.862 3.730 -1.914
H 4.347 3.053 -2.553
C 4.369 7.782 1.184
C 5.168 8.815 0.425
C 4.455 10.128 0.263
O 5.053 10.647 -0.925
C 5.442 9.573 -1.667
O 5.794 9.630 -2.800
O 5.370 8.423 -0.937
H 3.413 7.586 0.694
H 4.906 6.832 1.214
H 4.180 8.108 2.208
H 6.153 8.945 0.886
H 4.612 10.799 1.106
H 3.381 10.018 0.088
```

Values from the calculation:
E   -76130.197 eV
Net charge   -1



- What is the E in the first record?
  -28754.613 eV